No. 1
C38H44Li2O18S as an isolated structure at a distorted geometry, computed with the ωB97M-V functional and the def2-TZVPD basis.

Summary:
E	-3241.78102	Ha
HOMO	-7.3	eV
HOMO-LUMO gap	6.27	eV
energy above the lowest of the compared OMol25 structures with the same formula, charge and spin	0.00	kcal per mole

Geometry as ORCA input:
```
! RIJCOSX wB97M-V def2-TZVPD def2/J DEFGRID3
* xyz 0 1
Li 1.11 3.78 1.51
Li -0.03 0.78 -3.00
S 0.03 1.10 0.19
O 0.47 -0.14 0.73
O 0.42 1.22 -1.19
O -1.40 1.02 0.34
O 0.58 2.22 0.91
C 2.83 -1.09 -4.13
O 1.77 -0.52 -3.42
H 3.75 -0.77 -3.79
H 2.58 -1.16 -5.23
H 2.72 -2.04 -3.70
H 1.64 -1.06 -2.52
C -4.52 -0.09 0.51
O -3.63 0.24 -0.54
H -4.91 0.93 1.02
H -4.00 -0.57 1.33
H -5.34 -0.63 0.18
H -2.70 0.66 -0.39
C -2.60 -3.10 -1.44
C -1.38 -2.59 -0.75
C -0.15 -2.63 -1.55
C -0.09 -3.23 -2.87
C -1.36 -3.71 -3.42
C -2.51 -3.67 -2.71
O -3.64 -3.99 -3.33
O 0.99 -2.30 -0.99
H -3.59 -2.76 -1.12
H -1.68 -2.08 0.08
H 0.80 -3.36 -3.42
H -1.13 -4.21 -4.33
H -4.53 -4.01 -2.58
H 0.79 -1.53 -0.13
C -2.86 4.20 -3.39
C -2.58 3.47 -2.23
C -3.01 3.91 -0.94
C -3.79 5.10 -0.85
C -4.05 5.91 -1.98
C -3.57 5.52 -3.29
O -3.86 6.23 -4.40
O -2.83 3.16 0.12
H -2.59 3.95 -4.38
H -1.96 2.65 -2.45
H -4.13 5.41 0.37
H -4.50 6.86 -1.82
H -4.81 6.47 -4.32
H -2.21 2.45 0.05
C 4.29 -3.75 -0.10
C 3.56 -2.70 0.35
C 3.99 -1.34 -0.10
C 4.98 -1.18 -1.03
C 5.71 -2.32 -1.43
C 5.39 -3.61 -0.97
O 6.14 -4.70 -1.37
O 3.28 -0.28 0.50
H 4.09 -4.89 0.24
H 2.74 -2.91 1.10
H 5.30 -0.21 -1.35
H 6.48 -2.08 -2.29
H 5.87 -5.52 -0.94
H 2.46 -0.44 0.74
C -0.16 -2.65 4.91
C -0.43 -3.99 5.22
C -0.33 -4.94 4.24
C -0.09 -4.56 2.96
C 0.10 -3.24 2.51
C 0.12 -2.30 3.50
O 0.53 -1.01 3.15
O -0.83 -6.16 4.54
H 0.00 -1.92 5.74
H -0.85 -4.30 6.16
H 0.00 -5.42 2.30
H 0.25 -3.14 1.46
H 0.30 -0.81 2.21
H -0.56 -6.86 3.86
C -3.66 -0.64 4.90
C -2.81 -0.08 3.86
C -2.65 1.29 3.91
C -3.20 2.13 4.92
C -3.92 1.56 5.93
C -4.14 0.18 5.94
O -4.77 -0.52 6.91
O -1.95 1.94 2.99
H -3.95 -1.63 4.96
H -2.40 -0.47 2.86
H -2.99 3.22 4.79
H -4.43 2.25 6.76
H -5.01 -0.06 7.90
H -1.65 1.51 2.16
C 5.13 4.70 -2.69
C 3.97 4.75 -1.81
C 3.30 3.56 -1.60
C 3.57 2.47 -2.43
C 4.57 2.45 -3.28
C 5.43 3.56 -3.48
O 6.55 3.67 -4.24
O 2.19 3.67 -0.90
H 5.50 5.64 -2.95
H 3.84 5.71 -1.28
H 2.88 1.59 -2.38
H 4.92 1.58 -3.88
H 7.04 4.40 -4.01
H 1.82 2.83 -0.73
*
```

Here are the Mulliken charges for atoms 1 to 2, given in e: 0.807, 0.787

***

No. 2
A 2-piece molecular cluster, C38H44N2O8 overall at a distorted geometry, computed with the ωB97M-V functional and the def2-TZVPD basis.

Summary:
E	-2185.76670	Ha
HOMO	-7.3	eV
HOMO-LUMO gap	5.94	eV
energy above the lowest of the compared OMol25 structures with the same formula, charge and spin	26.72	kcal per mole

Geometry as ORCA input:
```
! RIJCOSX wB97M-V def2-TZVPD def2/J DEFGRID3
* xyz 0 1
C 4.71 -2.91 1.71
O 5.26 -1.65 2.14
C 4.46 -0.56 2.10
C 3.14 -0.54 1.65
C 2.27 0.47 2.07
C 0.79 0.35 1.75
C -0.05 -0.18 2.93
C 0.46 -1.46 3.58
O 1.58 -1.70 4.03
N -0.58 -2.35 3.60
C -0.44 -3.63 4.26
C -1.86 -1.86 3.11
C -2.41 -2.86 2.08
C -2.87 -1.66 4.27
N -1.43 -0.55 2.55
C -2.30 0.36 2.06
C -3.66 0.13 1.88
C -4.58 1.17 1.68
C -6.00 0.93 1.90
C -6.88 1.98 2.29
C -8.19 1.72 2.67
C -8.69 0.40 2.60
C -7.83 -0.66 2.26
C -6.52 -0.39 1.85
C 2.75 1.54 2.82
C 4.10 1.61 3.18
O 4.67 2.53 4.00
C 3.83 3.57 4.55
C 4.99 0.61 2.70
O 6.33 0.71 2.93
C 6.86 0.19 4.18
H 5.53 -3.62 1.78
H 3.87 -3.21 2.36
H 4.35 -2.85 0.67
H 2.74 -1.37 1.06
H 0.39 1.34 1.48
H 0.64 -0.32 0.88
H -0.06 0.61 3.70
H 0.61 -3.78 4.53
H -1.05 -3.68 5.17
H -0.74 -4.43 3.57
H -1.67 -3.05 1.29
H -2.64 -3.80 2.60
H -3.33 -2.50 1.60
H -2.36 -1.26 5.16
H -3.68 -0.98 3.99
H -3.29 -2.64 4.53
H -1.89 1.35 1.85
H -4.03 -0.88 2.06
H -4.21 2.20 1.79
H -6.48 2.99 2.35
H -8.85 2.54 2.95
H -9.75 0.20 2.82
H -8.20 -1.69 2.25
H -5.88 -1.20 1.47
H 2.05 2.30 3.17
H 4.52 4.20 5.11
H 3.35 4.16 3.76
H 3.07 3.14 5.22
H 7.93 0.35 4.11
H 6.43 0.75 5.02
H 6.63 -0.88 4.27
C -5.70 4.29 -2.71
C -6.18 2.99 -2.04
C -7.52 2.45 -2.54
O -5.26 1.89 -2.21
C -4.06 1.91 -1.53
O -3.12 1.33 -2.06
C -4.02 2.64 -0.27
C -2.69 3.19 0.06
C -2.47 4.58 -0.59
C -2.80 5.74 0.12
C -2.79 6.99 -0.52
C -2.37 7.09 -1.86
C -2.03 5.93 -2.57
C -2.11 4.68 -1.94
C -5.16 3.48 0.05
O -5.14 4.31 0.95
O -6.34 3.20 -0.60
H -4.74 4.64 -2.29
H -5.58 4.14 -3.79
H -6.46 5.08 -2.55
H -7.73 1.49 -2.06
H -8.34 3.15 -2.32
H -7.50 2.29 -3.63
H -2.57 3.29 1.14
H -1.94 2.49 -0.32
H -3.09 5.66 1.17
H -3.13 7.86 0.04
H -2.31 8.07 -2.33
H -1.71 5.99 -3.62
H -1.91 3.75 -2.49
*
```

Here are the Mulliken charges for atoms 1 to 2, given in e: -0.783, -0.421

***

No. 3
C38H45AsIN7O5P2Se2W as an isolated structure, computed with the ωB97M-V functional and the def2-TZVPD basis.

Summary:
E	-10320.18631	Ha
HOMO (spin up / spin down)	-11.9 / -11.9	eV
HOMO-LUMO gap (spin up / spin down)	4.88 / 4.87	eV
energy above the lowest of the compared OMol25 structures with the same formula, charge and spin	56.96	kcal per mole

Geometry as ORCA input:
```
! RIJCOSX wB97M-V def2-TZVPD def2/J DEFGRID3
* xyz 2 1
W -1.52 0.70 -2.11
C 1.48 2.95 -4.09
C 0.72 3.04 -2.78
C 1.33 4.01 -1.79
O 0.63 1.72 -2.17
C -0.73 3.41 -3.10
O -1.14 4.52 -3.24
O -1.49 2.31 -3.27
H 2.51 2.64 -3.89
H 1.51 3.92 -4.57
H 1.01 2.23 -4.77
H 2.40 3.84 -1.71
H 0.87 3.90 -0.80
H 1.16 5.03 -2.13
H 1.16 1.08 -2.68
C -4.47 -2.45 1.39
O -3.96 -1.33 0.62
C -3.20 -1.53 -0.43
O -2.83 -0.48 -1.00
N -2.88 -2.77 -0.78
N -2.11 -3.01 -1.91
H -5.06 -2.00 2.18
H -3.64 -3.01 1.83
H -5.11 -3.08 0.77
H -3.12 -3.53 -0.16
H -2.57 -3.71 -2.49
H -1.20 -3.37 -1.62
Se 0.94 3.16 3.43
P 1.81 1.49 2.55
C 3.51 1.73 2.03
C 4.54 1.69 2.97
C 5.82 2.06 2.61
C 6.09 2.49 1.32
C 5.07 2.55 0.38
C 3.78 2.17 0.74
C 1.68 -0.02 3.54
C 2.70 -0.97 3.62
C 2.53 -2.10 4.42
C 1.35 -2.28 5.13
C 0.33 -1.34 5.04
C 0.50 -0.21 4.27
C 0.88 0.99 1.01
C 0.76 -0.17 0.22
N -0.36 0.04 -0.50
N -0.86 1.23 -0.17
N -0.10 1.85 0.69
P 1.59 -1.71 -0.35
Se -0.58 -0.76 -3.56
C 3.21 -1.88 0.45
C 3.50 -2.91 1.34
C 4.80 -3.11 1.77
C 5.82 -2.27 1.34
C 5.54 -1.24 0.45
C 4.24 -1.06 -0.01
C 0.55 -2.92 0.54
C 0.41 -4.18 -0.04
C -0.35 -5.17 0.58
C -0.98 -4.89 1.79
C -0.83 -3.64 2.38
C -0.07 -2.66 1.76
H 4.33 1.39 3.99
H 6.62 2.03 3.35
H 7.09 2.80 1.05
H 5.27 2.91 -0.62
H 2.98 2.24 0.01
H 3.62 -0.84 3.07
H 3.33 -2.82 4.50
H 1.23 -3.16 5.76
H -0.58 -1.47 5.61
H -0.26 0.56 4.24
H 2.71 -3.56 1.70
H 5.02 -3.92 2.45
H 6.83 -2.42 1.69
H 6.33 -0.59 0.10
H 4.04 -0.29 -0.75
H 0.90 -4.41 -0.98
H -0.44 -6.15 0.13
H -1.55 -5.67 2.29
H -1.26 -3.44 3.35
H 0.08 -1.71 2.26
I -6.22 -1.81 -5.56
C -4.83 -0.50 -4.80
C -4.41 0.70 -5.34
N -3.50 1.22 -4.50
N -3.31 0.42 -3.43
C -4.10 -0.63 -3.62
H -4.71 1.22 -6.23
H -2.95 2.06 -4.57
H -4.13 -1.44 -2.92
C -5.38 1.56 -1.25
As -3.62 2.36 -1.08
C -3.93 4.13 -1.78
C -3.44 2.62 0.83
H -6.10 2.23 -0.78
H -5.40 0.59 -0.74
H -5.64 1.43 -2.30
H -4.76 4.56 -1.23
H -4.19 4.08 -2.84
H -3.04 4.75 -1.67
H -4.31 3.14 1.21
H -2.54 3.19 1.04
H -3.35 1.64 1.31
*
```

Here are the Mulliken charges for atoms 1 to 2, given in e: 0.966, -1.873

***

No. 4
C38H45N8SZr as an isolated structure at a distorted geometry, computed with the ωB97M-V functional and the def2-TZVPD basis.

Summary:
E	-2358.04327	Ha
HOMO	-9.6	eV
HOMO-LUMO gap	6.16	eV
energy above the lowest of the compared OMol25 structures with the same formula, charge and spin	70.13	kcal per mole

Geometry as ORCA input:
```
! RIJCOSX wB97M-V def2-TZVPD def2/J DEFGRID3
* xyz 1 1
Zr -0.54 1.30 -0.92
C 1.85 3.38 -4.23
C 1.62 2.86 -2.85
N 0.38 2.73 -2.35
N -0.61 3.53 -2.70
C -1.02 4.34 -1.67
N -1.88 5.33 -1.98
S -0.56 4.06 -0.02
C 2.60 2.45 -1.91
C 3.98 2.42 -2.26
C 4.87 2.11 -1.28
C 4.39 1.71 0.05
C 3.01 1.64 0.21
N 2.14 1.96 -0.72
H 1.48 4.38 -4.32
H 1.37 2.72 -4.96
H 2.95 3.42 -4.39
H -1.96 5.58 -2.93
H -1.78 6.15 -1.38
H 4.28 2.78 -3.24
H 5.93 2.11 -1.46
H 5.09 1.37 0.84
H 2.54 1.33 1.14
C 1.02 -0.61 6.05
C -0.35 -0.52 5.40
C -0.98 -1.85 5.29
C -1.15 0.40 6.33
C -0.16 0.02 3.96
C -0.55 1.35 3.68
C -0.68 1.71 2.34
N -0.28 0.90 1.37
C 0.53 -0.18 1.63
C 0.46 -0.73 2.95
C 1.18 -0.82 0.52
C 2.16 -1.83 0.64
C 2.54 -2.55 -0.52
C 1.88 -2.23 -1.77
C 1.06 -1.11 -1.82
N 0.81 -0.45 -0.69
C 3.39 -3.80 -0.41
C 3.59 -4.31 -1.84
C 2.52 -4.78 0.44
C 4.71 -3.46 0.18
H 0.96 -0.92 7.09
H 1.55 0.34 6.00
H 1.61 -1.41 5.57
H -1.24 -2.35 6.23
H -0.26 -2.51 4.75
H -1.83 -1.97 4.65
H -1.37 -0.32 7.21
H -2.04 0.83 5.82
H -0.62 1.28 6.78
H -0.65 2.02 4.51
H -1.21 2.65 2.09
H 1.00 -1.65 3.22
H 2.75 -1.99 1.54
H 2.18 -2.87 -2.60
H 0.75 -0.74 -2.77
H 2.67 -4.65 -2.30
H 4.27 -5.15 -1.91
H 3.96 -3.51 -2.50
H 1.72 -5.27 -0.13
H 2.17 -4.27 1.34
H 3.19 -5.64 0.76
H 4.55 -2.64 0.92
H 5.44 -3.17 -0.64
H 5.33 -4.25 0.74
C -3.70 1.72 -0.03
N -2.65 1.55 -1.12
C -2.94 1.60 -2.44
C -2.37 0.87 -3.46
C -2.84 0.72 -4.81
C -1.79 0.12 -5.53
C -0.71 -0.10 -4.62
N -1.01 0.41 -3.36
C -4.60 0.41 -0.04
C -4.04 -0.80 -0.32
C -4.78 -1.96 -0.49
C -6.14 -1.91 -0.39
C -6.76 -0.65 -0.09
C -5.98 0.45 0.14
H -4.34 2.61 -0.27
H -3.25 1.81 0.95
H -3.73 2.31 -2.68
H -3.91 0.89 -5.09
H -1.75 -0.03 -6.61
H 0.24 -0.55 -4.83
H -2.90 -0.80 -0.41
H -4.27 -2.91 -0.54
H -6.71 -2.80 -0.57
H -7.86 -0.64 0.02
H -6.45 1.39 0.44
H -1.51 -0.35 -0.62
*
```

Here are the Mulliken charges for atoms 1 to 2, given in e: -0.751, -1.294

***

No. 5
C38H46OOsP2Si as an isolated structure at a distorted geometry, computed with the ωB97M-V functional and the def2-TZVPD basis.

Summary:
E	-2612.92050	Ha
HOMO (spin up / spin down)	-13.1 / -13.8	eV
HOMO-LUMO gap (spin up / spin down)	7.26 / 4.34	eV
energy above the lowest of the compared OMol25 structures with the same formula, charge and spin	0.00	kcal per mole

Geometry as ORCA input:
```
! RIJCOSX wB97M-V def2-TZVPD def2/J DEFGRID3
* xyz 2 5
Os -1.77 -0.64 -0.63
C 1.61 2.36 1.71
C 2.17 2.24 0.50
C 3.53 1.67 0.27
C 3.79 0.15 0.49
C 2.81 -0.69 1.25
C 2.23 -0.35 2.40
C 2.83 0.73 3.26
C 2.37 2.20 2.99
C -2.34 -1.26 1.27
H 0.55 2.63 1.81
H 1.67 2.66 -0.37
H 4.24 2.21 0.91
H 3.79 1.88 -0.77
H 3.90 -0.32 -0.51
H 4.77 0.06 1.00
H 2.47 -1.60 0.75
H 1.36 -0.86 2.81
H 3.92 0.74 3.12
H 2.65 0.51 4.32
H 1.73 2.53 3.84
H 3.27 2.84 2.97
H -2.71 -0.36 1.80
H -1.44 -1.62 1.79
H -3.11 -2.05 1.21
P -0.89 1.00 -1.62
P -0.28 -1.92 -1.37
C 0.85 0.50 -1.88
C 1.14 -0.83 -1.86
C -1.45 1.33 -3.34
C -0.58 1.34 -4.44
C -1.13 1.44 -5.71
C -2.51 1.56 -5.88
C -3.36 1.59 -4.77
C -2.83 1.49 -3.49
C -1.01 2.69 -0.89
C -1.75 2.81 0.28
C -2.08 4.08 0.77
C -1.58 5.22 0.15
C -0.77 5.10 -0.99
C -0.49 3.83 -1.52
C -0.59 -2.92 -2.91
C -1.28 -2.31 -3.95
C -1.61 -3.03 -5.10
C -1.20 -4.36 -5.24
C -0.47 -4.97 -4.22
C -0.14 -4.24 -3.07
C 0.57 -3.20 -0.36
C -0.21 -3.86 0.59
C 0.37 -4.84 1.40
C 1.72 -5.18 1.24
C 2.49 -4.53 0.28
C 1.92 -3.54 -0.53
H 1.54 1.30 -2.09
H 2.09 -1.28 -2.13
H 0.50 1.27 -4.30
H -0.47 1.41 -6.58
H -2.93 1.64 -6.88
H -4.44 1.69 -4.89
H -3.46 1.48 -2.60
H -2.06 1.89 0.80
H -2.73 4.15 1.65
H -1.81 6.21 0.55
H -0.36 5.99 -1.46
H 0.14 3.74 -2.41
H -1.57 -1.27 -3.85
H -2.17 -2.55 -5.90
H -1.47 -4.93 -6.13
H -0.14 -6.00 -4.32
H 0.46 -4.72 -2.30
H -1.26 -3.57 0.70
H -0.25 -5.32 2.16
H 2.16 -5.94 1.87
H 3.55 -4.78 0.16
H 2.54 -3.02 -1.27
C 0.35 1.60 5.74
Si -0.84 0.92 4.38
C -1.25 -0.86 4.93
C -2.42 1.99 4.56
O -0.34 0.85 2.89
H -0.13 1.53 6.73
H 0.61 2.67 5.61
H 1.29 1.04 5.81
H -1.25 -0.97 6.02
H -2.23 -1.16 4.54
H -0.50 -1.54 4.51
H -2.39 2.82 3.83
H -3.32 1.39 4.35
H -2.52 2.42 5.57
*
```

Here are the Mulliken charges for atoms 1 to 2, given in e: 0.908, 0.639